# C3H9N4

An isolated ion of composition C3H9N4 and charge +1 at a distorted geometry (ωB97M-V with the def2-TZVPD basis set, OMol25).

Output
- charge = +1
- energy relative to the best compared isomer or geometry (same formula, charge and spin) (kcal/mol) = 104.9
- E_HOMO (eV) = -13.60
- orbital gap (eV) = 8.011
- structure (SMILES) = N[N+]1=CCNNC1

Positions of all 16 atoms, in Å:
C -1.423 -0.450 -0.957
C -0.168 -1.121 -0.550
C 0.615 1.208 0.311
N -1.686 0.705 -0.086
N -0.690 1.657 -0.117
N 0.763 -0.221 0.241
N 1.714 -0.802 1.010
H -1.378 -0.059 -1.980
H -2.270 -1.138 -0.907
H -0.021 -2.173 -0.394
H 0.797 1.476 1.365
H 1.383 1.697 -0.300
H -1.852 0.425 0.880
H 1.737 -1.814 0.949
H -0.687 2.130 -1.016
H 2.635 -0.378 0.925